{"formula": "C9H17N3O3", "method": "the ωB97M-V functional and the def2-TZVPD basis", "species": ["C", "N", "C", "C", "C", "C", "N", "N", "C", "C", "C", "O", "O", "C", "O", "H", "H", "H", "H", "H", "H", "H", "H", "H", "H", "H", "H", "H", "H", "H", "H", "H"], "coordinates": [[4.633, -0.247, -0.595], [3.294, -0.792, -0.800], [2.401, -0.518, 0.327], [0.928, -0.556, -0.079], [0.017, 0.505, 0.551], [-1.279, -0.281, 0.925], [-1.277, -0.452, 2.370], [-2.567, 0.209, 0.440], [-2.769, 1.645, 0.616], [-2.903, -0.254, -0.888], [-2.320, 0.473, -2.081], [-3.644, -1.183, -1.032], [-1.124, -1.579, 0.333], [0.225, -1.849, 0.303], [0.674, -2.933, 0.506], [4.671, 0.850, -0.684], [4.978, -0.526, 0.406], [5.335, -0.686, -1.312], [2.889, -0.380, -1.633], [2.563, -1.287, 1.090], [2.621, 0.470, 0.767], [0.804, -0.537, -1.169], [0.451, 0.900, 1.470], [-0.129, 1.349, -0.126], [-2.210, -0.750, 2.645], [-1.103, 0.435, 2.830], [-2.015, 2.277, 0.132], [-3.745, 1.909, 0.196], [-2.797, 1.875, 1.684], [-3.141, 0.936, -2.641], [-1.856, -0.274, -2.734], [-1.604, 1.251, -1.816]], "max_force_ev_per_a": 0.613, "homo_lumo_gap_ev": 9.53, "homo_ha": -0.3331, "lumo_ha": 0.0169, "smiles": "CNC[C@@H]1C[C@@](N)(N(C)C(C)=O)OC1=O"}


{"formula": "C29H77F3MnN7O10S", "method": "the ωB97M-V functional and the def2-TZVPD basis", "species": ["Mn", "C", "F", "F", "F", "S", "O", "O", "O", "C", "C", "C", "O", "C", "N", "H", "H", "H", "H", "H", "H", "H", "H", "H", "H", "H", "C", "C", "C", "O", "C", "N", "H", "H", "H", "H", "H", "H", "H", "H", "H", "H", "H", "C", "C", "C", "O", "C", "N", "H", "H", "H", "H", "H", "H", "H", "H", "H", "H", "H", "C", "C", "C", "O", "C", "N", "H", "H", "H", "H", "H", "H", "H", "H", "H", "H", "H", "C", "C", "C", "O", "C", "N", "H", "H", "H", "H", "H", "H", "H", "H", "H", "H", "H", "C", "C", "C", "O", "C", "N", "H", "H", "H", "H", "H", "H", "H", "H", "H", "H", "H", "C", "C", "C", "O", "C", "N", "H", "H", "H", "H", "H", "H", "H", "H", "H", "H", "H"], "coordinates": [[-15.393, -9.917, -7.145], [-16.008, -6.734, -10.403], [-15.845, -5.491, -10.759], [-17.051, -7.297, -11.010], [-14.919, -7.454, -10.700], [-16.275, -6.825, -8.517], [-17.684, -6.393, -8.320], [-15.951, -8.185, -8.121], [-15.270, -5.902, -7.983], [-11.351, -8.758, -7.868], [-12.674, -9.242, -7.273], [-13.299, -8.176, -6.411], [-14.577, -8.590, -5.923], [-15.011, -7.735, -4.849], [-13.555, -9.659, -8.374], [-10.738, -9.589, -8.217], [-10.822, -8.126, -7.154], [-11.484, -8.065, -8.699], [-12.411, -10.038, -6.576], [-13.315, -7.267, -7.012], [-12.651, -7.865, -5.591], [-14.360, -7.819, -3.979], [-16.024, -8.024, -4.570], [-15.030, -6.683, -5.136], [-13.096, -10.215, -9.082], [-13.659, -8.866, -8.991], [-16.219, -12.036, -10.921], [-16.544, -10.893, -9.864], [-17.982, -10.642, -9.819], [-18.255, -9.691, -8.776], [-19.453, -8.964, -9.065], [-15.949, -11.422, -8.625], [-15.144, -12.160, -11.055], [-16.619, -11.837, -11.915], [-16.749, -12.936, -10.611], [-15.991, -9.982, -10.091], [-18.611, -11.498, -9.571], [-18.250, -10.308, -10.821], [-19.689, -8.356, -8.191], [-20.351, -9.565, -9.212], [-19.336, -8.281, -9.906], [-15.016, -11.778, -8.772], [-16.458, -12.284, -8.492], [-19.751, -6.606, -3.546], [-19.008, -6.253, -4.778], [-17.813, -5.321, -4.443], [-18.215, -4.248, -3.630], [-17.158, -3.490, -3.144], [-18.570, -7.403, -5.497], [-20.387, -5.764, -3.274], [-19.175, -6.967, -2.694], [-20.548, -7.310, -3.784], [-19.779, -5.779, -5.386], [-17.413, -5.013, -5.409], [-17.092, -5.939, -3.908], [-16.177, -3.683, -3.578], [-17.133, -3.672, -2.069], [-17.441, -2.440, -3.218], [-18.148, -7.172, -6.385], [-19.375, -7.964, -5.735], [-19.651, -2.833, -11.291], [-18.727, -3.708, -10.431], [-18.679, -3.269, -8.918], [-19.918, -3.374, -8.305], [-20.064, -2.978, -6.962], [-19.182, -5.086, -10.467], [-19.853, -3.266, -12.271], [-19.174, -1.857, -11.371], [-20.645, -2.729, -10.855], [-17.717, -3.591, -10.825], [-18.398, -2.220, -8.820], [-18.024, -3.959, -8.386], [-19.510, -3.589, -6.248], [-21.131, -3.000, -6.741], [-19.725, -1.950, -6.837], [-18.669, -5.651, -9.805], [-20.059, -5.172, -9.973], [-17.783, -10.639, -3.937], [-17.869, -11.006, -5.460], [-19.376, -11.230, -5.759], [-20.164, -9.987, -5.605], [-21.534, -10.091, -5.887], [-17.268, -9.822, -6.099], [-16.791, -10.317, -3.620], [-17.869, -11.565, -3.368], [-18.523, -9.949, -3.532], [-17.196, -11.840, -5.659], [-19.874, -11.970, -5.132], [-19.394, -11.500, -6.815], [-21.796, -10.111, -6.945], [-21.894, -9.141, -5.493], [-21.916, -10.944, -5.328], [-17.866, -9.735, -6.909], [-17.658, -9.003, -5.655], [-13.876, -7.611, -14.505], [-15.188, -7.151, -15.207], [-16.065, -6.277, -14.257], [-17.347, -6.229, -14.876], [-18.188, -5.344, -14.184], [-14.755, -6.386, -16.325], [-13.214, -6.786, -14.241], [-13.367, -8.373, -15.097], [-14.213, -8.112, -13.598], [-15.687, -8.062, -15.538], [-15.627, -5.312, -14.004], [-16.211, -6.812, -13.319], [-18.972, -5.050, -14.881], [-17.714, -4.384, -13.978], [-18.746, -5.693, -13.315], [-14.272, -6.984, -16.980], [-15.524, -5.928, -16.793], [-13.237, -2.767, -8.823], [-12.236, -3.869, -8.387], [-11.923, -3.905, -6.821], [-11.286, -2.666, -6.506], [-10.824, -2.552, -5.155], [-12.735, -5.091, -8.936], [-14.211, -2.998, -8.393], [-13.479, -2.625, -9.876], [-12.985, -1.758, -8.499], [-11.331, -3.804, -8.991], [-11.344, -4.788, -6.551], [-12.839, -3.893, -6.230], [-11.617, -2.550, -4.407], [-10.364, -1.576, -4.996], [-10.088, -3.327, -4.940], [-13.657, -5.284, -8.571], [-12.885, -4.910, -9.918]], "max_force_ev_per_a": 4.108, "homo_lumo_gap_ev": [7.66, 7.21], "homo_ha": [-0.3848, -0.3848], "lumo_ha": [-0.1033, -0.1199], "s2": 8.753, "multiplicity": 6, "total_charge": 1}


{"formula": "C7H3Cl3IrO7", "method": "the ωB97M-V functional and the def2-TZVPD basis", "species": ["Ir", "Cl", "C", "C", "C", "Cl", "C", "O", "C", "C", "O", "C", "H", "H", "H", "O", "O", "Cl", "O", "O", "O"], "coordinates": [[0.986, -1.142, -2.276], [-0.123, 3.101, 3.612], [0.173, 1.894, 2.407], [0.399, 0.567, 2.815], [0.638, -0.416, 1.896], [0.917, -2.034, 2.412], [0.652, -0.136, 0.504], [0.853, -1.128, -0.306], [0.431, 1.205, 0.120], [0.469, 1.606, -1.236], [0.628, 0.885, -2.241], [0.195, 2.214, 1.086], [0.382, 0.321, 3.868], [0.352, 2.673, -1.442], [0.029, 3.233, 0.760], [2.053, -2.125, -3.115], [-1.209, -3.416, -2.127], [-1.853, -2.217, -1.730], [-3.125, -2.040, -2.316], [-1.835, -2.013, -0.329], [-1.011, -1.032, -2.363]], "max_force_ev_per_a": 0.134, "homo_lumo_gap_ev": [7.61, 7.12], "homo_ha": [-0.3369, -0.3440], "lumo_ha": [-0.0573, -0.0825], "s2": 0.755, "multiplicity": 2}


{"formula": "C2H4F2S", "method": "the ωB97M-V functional and the def2-TZVPD basis", "species": ["C", "C", "F", "F", "S", "H", "H", "H", "H"], "coordinates": [[-1.101, 0.089, -0.194], [0.350, -0.127, 0.226], [0.955, -1.814, -0.814], [0.555, -0.540, 1.411], [1.399, 1.052, -0.425], [-1.304, 0.675, -1.151], [-1.641, -0.961, -0.318], [-1.505, 0.582, 0.588], [2.294, 1.044, 0.676]], "max_force_ev_per_a": 5.027, "homo_lumo_gap_ev": [7.23, 6.80], "homo_ha": [-0.2438, -0.3922], "lumo_ha": [0.0218, -0.1422], "s2": 2.009, "multiplicity": 3}


{"formula": "C18H41N8O22P", "method": "the ωB97M-V functional and the def2-TZVPD basis", "species": ["N", "C", "C", "C", "C", "C", "O", "O", "O", "C", "O", "C", "C", "C", "C", "O", "C", "O", "P", "O", "O", "H", "H", "H", "H", "H", "H", "H", "H", "H", "H", "H", "H", "H", "H", "H", "H", "H", "H", "H", "H", "C", "N", "O", "O", "H", "H", "H", "C", "N", "O", "O", "H", "H", "H", "C", "N", "O", "O", "H", "H", "H", "C", "N", "O", "O", "H", "H", "H", "C", "N", "O", "O", "H", "H", "H", "C", "N", "O", "O", "H", "H", "H", "C", "N", "O", "O", "H", "H", "H"], "coordinates": [[-0.299, -0.505, -1.515], [0.822, -1.457, -1.616], [2.116, -0.842, -2.144], [2.893, 0.203, -1.290], [2.759, 1.599, -1.980], [4.050, 2.385, -1.864], [4.844, 2.429, -2.765], [4.236, 3.059, -0.703], [4.337, -0.139, -1.404], [5.009, -0.456, -0.259], [5.552, 0.414, 0.373], [5.134, -1.899, 0.178], [4.276, -2.921, -0.557], [4.717, -4.353, -0.174], [4.254, -5.413, -1.180], [3.193, -6.215, -0.621], [2.024, -5.538, -0.650], [1.416, -5.232, 0.327], [2.141, 0.439, 0.430], [3.036, 1.540, 1.216], [2.462, -0.993, 1.157], [-0.746, -0.574, -0.613], [0.027, 0.443, -1.640], [0.968, -2.025, -0.693], [0.521, -2.196, -2.371], [1.892, -0.446, -3.136], [2.819, -1.658, -2.288], [2.574, 1.503, -3.044], [1.976, 2.156, -1.453], [5.063, 2.752, -0.296], [6.193, -2.155, 0.072], [4.893, -1.939, 1.241], [3.242, -2.837, -0.220], [4.377, -2.824, -1.637], [4.278, -4.571, 0.803], [5.801, -4.406, -0.050], [5.071, -6.052, -1.505], [3.855, -4.931, -2.082], [1.693, -5.268, -1.665], [2.540, 2.369, 1.240], [2.340, -0.933, 2.115], [-0.966, 5.033, -2.735], [-0.222, 4.438, -1.594], [0.321, 3.359, -1.766], [-0.193, 5.063, -0.560], [-0.894, 4.349, -3.574], [-1.996, 5.165, -2.420], [-0.513, 5.998, -2.962], [1.243, -5.263, 3.731], [1.899, -3.986, 4.121], [1.198, -3.083, 4.532], [3.106, -3.920, 3.996], [0.179, -5.180, 3.887], [1.469, -5.425, 2.681], [1.665, -6.051, 4.348], [-3.774, -6.183, 4.171], [-2.310, -5.970, 4.023], [-1.594, -6.195, 4.980], [-1.921, -5.578, 2.941], [-3.969, -6.526, 5.180], [-4.259, -5.235, 3.977], [-4.075, -6.920, 3.437], [-6.305, -5.270, -0.046], [-5.621, -5.635, 1.224], [-5.004, -6.678, 1.256], [-5.733, -4.854, 2.147], [-6.119, -6.053, -0.771], [-7.364, -5.175, 0.175], [-5.892, -4.320, -0.373], [-0.914, 10.154, -2.411], [-1.065, 8.672, -2.423], [-1.732, 8.154, -1.556], [-0.506, 8.070, -3.323], [-1.463, 10.546, -1.565], [0.150, 10.359, -2.328], [-1.307, 10.519, -3.347], [-8.156, -3.339, 4.968], [-8.222, -4.692, 4.351], [-9.046, -4.878, 3.480], [-7.438, -5.518, 4.766], [-8.908, -2.714, 4.502], [-8.342, -3.457, 6.031], [-7.156, -2.952, 4.791], [-0.858, 14.745, -3.920], [-1.055, 13.272, -3.990], [-1.723, 12.742, -3.122], [-0.534, 12.688, -4.914], [-1.381, 15.118, -3.048], [0.210, 14.926, -3.851], [-1.262, 15.168, -4.835]], "max_force_ev_per_a": 2.095, "homo_lumo_gap_ev": 7.63, "homo_ha": -0.2944, "lumo_ha": -0.0141, "smiles": "NCC[C@](CC(=O)O)(OC(=O)CCCCOC=O)P(O)O.C[N+](=O)[O-].C[N+](=O)[O-].C[N+](=O)[O-].C[N+](=O)[O-].C[N+](=O)[O-].C[N+](=O)[O-].C[N+](=O)[O-]"}


{"formula": "C7H16OSi", "method": "the ωB97M-V functional and the def2-TZVPD basis", "species": ["C", "C", "C", "C", "C", "C", "C", "O", "Si", "H", "H", "H", "H", "H", "H", "H", "H", "H", "H", "H", "H", "H", "H", "H", "H"], "coordinates": [[-3.311, -0.421, 0.611], [-2.852, 0.287, -0.421], [0.737, -2.104, -0.894], [0.514, -1.253, 1.499], [0.743, 2.488, 1.379], [1.151, 1.047, -2.396], [1.058, -0.995, 0.079], [0.834, 2.010, 0.129], [0.351, 0.592, -0.590], [-4.346, -0.567, 0.660], [-2.644, -0.973, 1.274], [-3.278, 0.847, -1.195], [0.907, -1.733, -1.878], [1.302, -3.011, -0.561], [-0.297, -2.551, -0.659], [0.787, -0.408, 2.092], [1.025, -2.088, 1.966], [-0.581, -1.540, 1.342], [0.075, 1.837, 2.059], [0.189, 3.404, 1.497], [1.756, 2.547, 1.934], [0.412, 1.089, -3.125], [1.498, 2.111, -2.331], [1.809, 0.229, -2.582], [2.161, -0.842, 0.111]], "max_force_ev_per_a": 4.589, "homo_lumo_gap_ev": [7.26, 8.19], "homo_ha": [-0.2273, -0.3451], "lumo_ha": [0.0394, -0.0440], "s2": 2.016, "multiplicity": 3}


{"formula": "C14H38HgNO9S5", "method": "the ωB97M-V functional and the def2-TZVPD basis", "species": ["Hg", "O", "C", "O", "O", "H", "C", "S", "O", "C", "H", "H", "H", "H", "H", "H", "C", "S", "O", "C", "H", "H", "H", "H", "H", "H", "C", "S", "O", "C", "H", "H", "H", "H", "H", "H", "C", "S", "O", "C", "H", "H", "H", "H", "H", "H", "C", "S", "O", "C", "H", "H", "H", "H", "H", "H", "C", "O", "N", "C", "C", "H", "H", "H", "H", "H", "H", "H"], "coordinates": [[-2.417, -2.490, -27.513], [1.623, -1.834, -27.222], [0.379, -2.144, -27.190], [-0.432, -1.472, -26.626], [-0.159, -2.962, -27.912], [1.658, -0.980, -26.785], [-0.950, 0.605, -29.799], [-2.578, 0.856, -28.947], [-2.904, -0.462, -28.285], [-1.905, 1.964, -27.583], [-1.143, -0.022, -30.670], [-0.382, 0.100, -29.017], [-0.608, 1.613, -30.035], [-2.755, 2.133, -26.922], [-1.623, 2.929, -28.005], [-1.083, 1.479, -27.056], [-1.207, 0.753, -24.484], [-0.762, 0.900, -22.658], [-2.143, 0.642, -22.008], [0.291, -0.596, -22.528], [-1.588, -0.265, -24.574], [-0.359, 0.983, -25.129], [-2.127, 1.309, -24.666], [-0.413, -1.398, -22.750], [0.774, -0.754, -21.563], [1.139, -0.460, -23.199], [-2.646, -6.946, -29.808], [-1.552, -5.882, -28.723], [-2.451, -4.699, -28.306], [-1.259, -6.948, -27.255], [-3.303, -6.301, -30.392], [-3.281, -7.580, -29.190], [-1.858, -7.448, -30.370], [-2.172, -7.403, -26.871], [-0.763, -6.287, -26.543], [-0.661, -7.844, -27.423], [3.011, 0.716, -28.901], [2.369, 1.635, -27.402], [2.017, 0.531, -26.405], [4.043, 2.311, -27.059], [3.772, -0.004, -28.601], [3.530, 1.461, -29.505], [2.066, 0.459, -29.379], [4.645, 1.467, -26.724], [4.051, 3.093, -26.301], [4.263, 2.806, -28.005], [2.070, -5.475, -28.409], [3.604, -4.703, -27.719], [4.623, -5.880, -27.568], [4.280, -3.872, -29.236], [1.601, -6.116, -27.663], [2.164, -6.026, -29.345], [1.519, -4.579, -28.693], [5.016, -3.133, -28.920], [3.400, -3.404, -29.677], [4.650, -4.580, -29.978], [2.048, -4.421, -32.264], [2.716, -4.875, -33.181], [1.733, -3.132, -32.011], [0.768, -2.689, -31.026], [2.217, -2.028, -32.915], [1.670, -5.074, -31.462], [-0.160, -2.293, -31.439], [1.256, -1.969, -30.370], [0.515, -3.553, -30.410], [1.443, -1.782, -33.642], [2.495, -1.133, -32.360], [3.085, -2.372, -33.477]], "max_force_ev_per_a": 8.693, "homo_lumo_gap_ev": 5.17, "homo_ha": -0.3895, "lumo_ha": -0.1995, "total_charge": 1}


{"formula": "C4H9NOS", "method": "the ωB97M-V functional and the def2-TZVPD basis", "species": ["C", "C", "C", "C", "N", "O", "S", "H", "H", "H", "H", "H", "H", "H", "H", "H"], "coordinates": [[-0.721, -2.215, 0.518], [-1.068, -1.766, -0.858], [0.217, -1.541, -0.351], [0.897, 2.158, -0.872], [-0.328, 1.181, 1.161], [2.148, 2.059, 1.418], [0.814, 2.337, 0.999], [-1.172, -1.685, 1.396], [-0.441, -3.249, 0.758], [-1.382, -2.548, -1.562], [-1.854, -1.118, -0.923], [0.894, -0.676, -0.239], [1.607, 2.856, -1.208], [-0.103, 2.500, -1.250], [0.865, 1.082, -0.991], [-0.375, 0.625, 2.001]], "max_force_ev_per_a": 3.797, "homo_lumo_gap_ev": [6.74, 9.25], "homo_ha": [-0.3097, -0.3369], "lumo_ha": [-0.0618, 0.0029]}